1.
# CH4N2O3

A 3-piece molecular cluster, CH4N2O3 overall (the ωB97M-V functional and the def2-TZVPD basis, the OMol25 dataset).

Calculated values
**HOMO energy (alpha / beta)**: -0.3351 / -0.3351 Ha
**Energy relative to the best compared isomer or geometry (same formula, charge and spin)**: 2.313 eV
**Total energy**: -375.5822 a.u.
**M**: 92.05 u
**LUMO energy (alpha / beta)**: 0.173 / 0.190 eV

```
10
Properties=species:S:1:pos:R:3:lowdin_charge:R:1
C 0.381 -1.496 1.251 -0.434
N -0.035 -2.144 0.361 0.247
N 0.942 1.342 0.170 0.069
O 0.537 -0.902 2.228 0.123
O 1.301 1.579 1.405 -0.107
O -1.537 0.767 -2.014 -0.022
H -0.820 1.367 -2.133 0.010
H 0.010 -2.381 -0.592 0.086
H 1.345 0.771 1.942 0.048
H -2.125 1.095 -2.619 -0.020
```

2.
# CH4N2O3

One molecule with the formula CH4N2O3 (the ωB97M-V functional and the def2-TZVPD basis, the OMol25 dataset).

Calculated values
**HOMO energy**: -0.3664 Ha
**Structure (SMILES)**: O=C(NO)NO
**Energy relative to the best compared isomer or geometry (same formula, charge and spin)**: 1.596 eV
**Total energy**: -375.6086 a.u.
**M**: 92.05 u
**LUMO energy**: 0.388 eV

```
10
Properties=species:S:1:pos:R:3:lowdin_charge:R:1
O 0.815 0.263 -2.123 -0.010
C 0.461 0.057 -0.904 -0.469
N 1.223 -0.442 0.124 0.042
O 0.855 -0.008 1.444 -0.076
N -0.859 0.487 -0.595 -0.006
O -1.478 -0.063 0.542 -0.129
H 2.220 -0.506 0.084 0.141
H 0.195 -0.743 1.772 0.148
H -1.444 0.272 -1.463 0.171
H -1.988 0.683 1.118 0.187
```

Short version: strongest force on any atom = 0.074, 0.093 hartree/bohr, in the order given.